Record 1
Entry from OMol25: a molecular structure, C26H58Cl2F3K2N6O8P2 (ωB97M-V/def2-TZVPD).

```
107
Properties=species:S:1:pos:R:3
K 0.236 5.705 -4.287
K 4.254 3.271 -0.528
C -0.173 0.693 -0.316
O 0.955 0.230 0.425
O 0.064 2.056 -0.524
C -0.340 -0.408 -1.464
F 0.600 -0.206 -2.473
F -0.094 -1.707 -1.056
F -1.517 -0.399 -1.976
C 0.656 0.100 1.861
C 1.961 -0.552 2.406
H 2.832 0.099 2.481
H 1.750 -1.008 3.373
H 2.251 -1.340 1.711
H -0.181 -0.538 2.145
H 0.553 1.023 2.432
H -1.096 0.518 0.237
Cl -6.641 -3.653 0.115
C -5.575 -4.759 -0.566
C -4.433 -4.686 0.447
Cl -3.485 -6.133 0.489
H -5.397 -4.359 -1.565
H -5.913 -5.785 -0.709
H -4.808 -4.675 1.471
H -3.809 -3.836 0.173
O -6.056 5.815 2.064
P -7.247 4.988 1.825
N -8.442 5.641 0.762
C -9.448 4.842 0.064
C -8.256 6.881 0.067
N -7.858 4.730 3.406
C -7.123 5.213 4.558
C -8.963 3.784 3.808
N -6.781 3.495 1.218
C -6.141 3.590 -0.118
C -6.219 2.380 2.058
H -10.448 5.267 -0.022
H -9.559 3.786 0.310
H -9.136 4.622 -0.957
H -9.189 7.430 -0.061
H -7.639 7.028 -0.820
H -7.803 7.591 0.759
H -6.166 4.693 4.596
H -7.065 6.295 4.447
H -7.735 4.956 5.423
H -9.769 4.434 4.149
H -9.190 3.293 2.862
H -8.727 3.141 4.655
H -6.765 4.094 -0.856
H -5.309 4.279 0.024
H -5.852 2.592 -0.450
H -5.173 2.552 2.315
H -6.052 1.425 1.560
H -6.728 2.207 3.006
O 7.762 -0.512 -2.316
P 8.412 -1.794 -2.700
N 9.987 -1.999 -1.967
C 11.077 -1.266 -2.500
C 10.109 -2.151 -0.513
N 8.610 -2.038 -4.413
C 8.470 -0.819 -5.295
C 8.814 -3.285 -5.109
N 7.477 -3.189 -2.291
C 5.974 -3.257 -2.463
C 8.064 -4.547 -2.245
H 12.064 -1.608 -2.190
H 11.030 -0.237 -2.143
H 11.089 -1.144 -3.583
H 10.023 -1.204 0.020
H 11.071 -2.623 -0.311
H 9.326 -2.859 -0.245
H 8.610 -0.947 -6.368
H 7.532 -0.282 -5.149
H 9.252 -0.104 -5.037
H 8.649 -3.114 -6.173
H 9.717 -3.827 -4.829
H 7.949 -3.922 -4.921
H 5.494 -2.337 -2.130
H 5.876 -3.190 -3.546
H 5.708 -4.207 -2.001
H 7.703 -5.080 -3.124
H 7.875 -4.904 -1.232
H 9.152 -4.500 -2.292
O -1.960 6.056 6.094
C -1.886 5.189 6.939
O -1.403 4.032 6.619
C -1.152 3.320 7.783
C -2.155 3.868 8.802
C -2.239 5.323 8.420
H -0.113 3.484 8.069
H -1.311 2.270 7.537
H -1.735 3.802 9.806
H -3.110 3.354 8.911
H -1.502 6.011 8.834
H -3.154 5.910 8.499
O 3.616 -8.337 -5.308
C 2.664 -7.560 -5.157
O 1.674 -8.037 -4.392
C 0.484 -7.235 -4.600
C 0.612 -6.348 -5.857
C 2.198 -6.345 -5.860
H 0.450 -6.703 -3.650
H -0.410 -7.859 -4.599
H 0.263 -5.318 -5.798
H 0.147 -6.788 -6.739
H 2.583 -5.413 -5.446
H 2.751 -6.431 -6.796
```

Calculated values
HOMO	-8.6	eV
net charge	+1
Kohn-Sham gap	0.1489	Ha

---

Record 2
Entry from OMol25: 3 unconnected molecules or ions with the total composition C5H16NO (ωB97M-V/def2-TZVPD).

```
23
Properties=species:S:1:pos:R:3
C 2.052 0.965 1.476
C 0.698 0.262 1.769
C 0.229 -0.598 0.685
C -1.021 -0.412 0.004
C -2.145 -1.221 0.674
N -1.174 1.138 -2.739
H 2.093 1.701 0.674
H 2.282 1.544 2.366
H -0.058 1.010 2.007
H 0.945 -0.388 2.608
H 0.562 -1.625 0.885
H 1.257 -0.307 -0.961
H -0.834 -0.879 -0.976
H -1.361 0.609 -0.092
H -2.784 -0.608 1.309
H -2.783 -1.711 -0.049
H -1.872 -2.011 1.380
H 2.883 0.286 1.300
H -0.630 1.807 -2.233
H -0.634 0.300 -2.886
H 2.455 -0.748 -1.800
H -1.668 1.438 -3.552
O 1.510 -0.552 -1.851
```

Calculated values
HOMO	-12.8	eV
net charge	+1
relative energy (zero: lowest compared OMol25 entry of this formula, charge and spin)	386.0	kJ/mol
Kohn-Sham gap	0.2118	Ha

---

Record 3
Entry from OMol25: a molecular structure, C3H3NS2 (ωB97M-V/def2-TZVPD).

```
9
Properties=species:S:1:pos:R:3
C -0.916 -0.302 1.190
C 0.375 -0.064 0.373
C 0.951 1.218 0.190
H -1.678 -1.287 -0.918
H -1.160 0.470 1.927
H -0.615 -1.272 1.638
N 1.267 2.278 -0.211
S -1.743 0.153 -0.476
S 1.251 -1.339 -0.254
```

Calculated values
HOMO	-9.2	eV
relative energy (zero: lowest compared OMol25 entry of this formula, charge and spin)	200.6	kJ/mol
Kohn-Sham gap	0.2913	Ha

---

Record 4
Entry from OMol25: a molecular structure, C34H57BaF3N2O2Si (ωB97M-V/def2-TZVPD).

```
100
Properties=species:S:1:pos:R:3
O -2.410 -2.228 -0.950
O -1.543 -3.856 -2.485
C -2.767 -3.085 0.258
C -2.938 -2.287 1.530
H -1.945 -3.795 0.304
H -3.673 -3.624 -0.045
H -2.004 -1.793 1.844
H -3.222 -2.967 2.355
H -3.726 -1.536 1.399
C -3.390 -1.125 -1.325
C -4.397 -1.645 -2.316
H -2.721 -0.369 -1.761
H -3.822 -0.801 -0.371
H -3.964 -2.192 -3.169
H -4.927 -0.768 -2.694
H -5.166 -2.242 -1.817
C -0.523 -3.089 -3.156
C -1.164 -5.245 -2.216
C -0.841 -1.634 -3.060
H -0.480 -3.425 -4.198
H 0.444 -3.316 -2.687
H -1.884 -1.429 -3.331
H -0.227 -1.062 -3.767
H -0.618 -1.229 -2.060
C -2.229 -6.234 -2.611
H -0.938 -5.356 -1.147
H -0.246 -5.479 -2.764
H -3.160 -6.058 -2.066
H -1.892 -7.245 -2.340
H -2.398 -6.209 -3.697
H -2.287 -2.865 -1.802
N -0.497 3.281 1.451
C -0.015 4.520 1.437
C 1.173 4.868 0.778
C 1.990 4.037 -0.015
C -0.768 5.638 2.126
H -1.161 5.344 3.109
H -1.605 5.979 1.498
H -0.083 6.484 2.275
C 3.038 4.732 -0.859
H 2.866 4.572 -1.934
H 4.048 4.376 -0.608
H 2.999 5.815 -0.680
N 1.902 2.707 -0.022
C -1.836 2.870 1.590
C -2.193 2.059 2.701
C -1.241 1.851 3.858
C -3.414 1.389 2.696
H -3.664 0.736 3.533
C -4.311 1.584 1.639
H -5.289 1.107 1.671
C -3.971 2.399 0.564
H -4.670 2.548 -0.267
C -2.737 3.030 0.502
C -2.323 3.805 -0.712
C 2.619 1.864 -0.909
C 3.810 1.224 -0.475
C 4.523 1.692 0.757
C 4.313 0.155 -1.217
H 5.192 -0.370 -0.851
C 3.711 -0.240 -2.412
H 4.107 -1.087 -2.965
C 2.620 0.469 -2.918
H 2.184 0.212 -3.887
C 2.078 1.530 -2.190
C 0.915 2.295 -2.747
Ba 0.674 0.941 1.757
H -0.815 0.820 3.892
H -1.786 1.929 4.807
H -0.426 2.597 3.900
H -1.385 3.444 -1.160
H -2.204 4.881 -0.515
H -3.110 3.695 -1.469
H 5.415 1.073 0.913
H 3.919 1.635 1.677
H 4.862 2.733 0.649
H 1.037 3.384 -2.634
H -0.040 1.992 -2.284
H 0.828 2.092 -3.825
H 1.453 5.925 0.820
C 1.639 -0.951 0.633
Si 2.286 -2.543 1.309
H 1.959 -0.844 -0.435
H 0.529 -1.185 0.487
C 0.942 -3.726 1.911
C 3.529 -2.075 2.640
C 2.892 -3.338 -0.291
H 3.747 -3.998 -0.153
H 3.164 -2.555 -1.003
H 2.077 -3.919 -0.736
H 0.647 -3.578 2.956
H 1.258 -4.771 1.795
H 0.038 -3.595 1.303
H 3.022 -1.665 3.531
H 4.206 -1.297 2.256
H 4.107 -2.964 2.927
F 2.897 2.895 4.338
C 2.864 1.522 4.145
F 4.194 1.142 4.178
F 2.329 1.017 5.313
```

Calculated values
HOMO	-5.9	eV
relative energy (zero: lowest compared OMol25 entry of this formula, charge and spin)	482.6	kJ/mol
Kohn-Sham gap	0.2016	Ha

---

| no. | E_LUMO (Ha) |
| --- | --- |
| 1 | -0.166 |
| 2 | -0.260 |
| 3 | -0.046 |
| 4 | -0.016 |